Here is a molecular structure, C35H34AuBrN2O2P2S from the Open Molecules 2025 dataset. Energies are from ωB97M-V/def2-TZVPD.

The value obtained for the max |F| is 0.006 hartree/bohr. As for the HOMO-LUMO gap: 0.2331 Ha. The value obtained for the highest occupied orbital energy is -13.29 eV. For the energy above the lowest of the compared OMol25 structures with the same formula, charge and spin, the calculation gives 6.3 kcal/mol. The net charge is +2. The value obtained for the LUMO energy is -6.9 eV.

Geometry (Å):
1 Au -0.38359 -0.61924 -0.19889
2 C -1.25397 1.53803 -3.16235
3 C 0.08846 0.82628 -3.37311
4 P 0.93023 0.53826 -1.78329
5 C 1.15876 2.21009 -1.15315
6 C 0.50839 2.67754 -0.01374
7 C 0.66042 3.99843 0.37555
8 C 1.46575 4.85425 -0.36326
9 C 2.11799 4.39299 -1.49972
10 C 1.96397 3.07560 -1.89776
11 C 2.51994 -0.21480 -2.13227
12 C 2.54070 -1.37162 -2.91637
13 C 3.75019 -1.96951 -3.22045
14 C 4.93599 -1.41044 -2.75282
15 C 4.91115 -0.26709 -1.96791
16 C 3.70333 0.32981 -1.63948
17 C -2.39172 0.54784 -2.93269
18 P -2.42226 -0.34414 -1.32855
19 C -3.72136 0.40312 -0.34091
20 C -4.61456 -0.37927 0.39067
21 C -5.60007 0.23841 1.14513
22 C -5.68794 1.62343 1.17819
23 C -4.79330 2.40280 0.45269
24 C -3.81057 1.79709 -0.30986
25 C -2.91555 -2.03042 -1.74270
26 C -4.17107 -2.20139 -2.33142
27 C -4.58445 -3.46193 -2.72734
28 C -3.74838 -4.55677 -2.54202
29 C -2.50032 -4.39141 -1.95988
30 C -2.08095 -3.13173 -1.55744
31 H -1.48774 2.13787 -4.04060
32 H -1.16848 2.24071 -2.32914
33 H 0.77948 1.44895 -3.94297
34 H -0.02789 -0.11097 -3.91923
35 H -0.10946 2.02109 0.58384
36 H 0.15654 4.35732 1.26321
37 H 1.58686 5.88364 -0.05190
38 H 2.74720 5.05847 -2.07603
39 H 2.48319 2.72329 -2.78233
40 H 1.62187 -1.81331 -3.28714
41 H 3.77058 -2.86579 -3.82584
42 H 5.88204 -1.87643 -2.99599
43 H 5.83398 0.15843 -1.59539
44 H 3.68092 1.20877 -1.00512
45 H -2.33377 -0.24224 -3.68338
46 H -3.37261 1.01080 -3.03375
47 H -4.55369 -1.45941 0.35461
48 H -6.30476 -0.36450 1.70230
49 H -6.46221 2.09931 1.76571
50 H -4.86769 3.48186 0.47457
51 H -3.12229 2.41456 -0.87683
52 H -4.83266 -1.35361 -2.47126
53 H -5.55881 -3.59049 -3.17947
54 H -4.07213 -5.54143 -2.85334
55 H -1.84878 -5.24343 -1.81788
56 H -1.10242 -3.02744 -1.10436
57 N -0.70123 -3.18666 3.18027
58 C -0.54544 -1.92761 2.81960
59 N 0.36107 -1.16052 3.37768
60 S -1.71795 -1.25727 1.68495
61 H -0.12450 -3.62570 3.88321
62 H -1.41616 -3.73954 2.73789
63 H 1.03649 -1.52432 4.03496
64 H 0.53611 -0.23680 3.00104
65 Br 5.51747 -4.63989 -0.38136
66 C 5.13089 -3.03883 0.54577
67 C 6.13886 -2.37561 1.22874
68 C 5.85287 -1.18623 1.88803
69 C 4.57263 -0.65773 1.85430
70 C 3.57325 -1.33802 1.16647
71 C 3.84248 -2.53654 0.51591
72 C 2.21459 -0.73422 1.08118
73 O 1.98790 0.42048 1.41893
74 O 1.28595 -1.52553 0.60235
75 H 7.13969 -2.78616 1.24530
76 H 6.63916 -0.67226 2.42496
77 H 4.33973 0.27985 2.34145
78 H 3.06097 -3.05508 -0.02222

=====

Here is a molecular structure, C35H34BrCaI2N5O10 from the Open Molecules 2025 dataset. Energies are from ωB97M-V/def2-TZVPD.

The value obtained for the max |F| is 0.016 hartree/bohr. As for the HOMO-LUMO gap: 0.2059 Ha. The value obtained for the highest occupied orbital energy is -2.19 eV. For the energy above the lowest of the compared OMol25 structures with the same formula, charge and spin, the calculation gives 0.0 kcal/mol. The net charge is -2. The value obtained for the LUMO energy is 3.4 eV.

Geometry (Å):
1 Ca -0.43416 0.54394 1.61600
2 I -3.49046 3.25710 -5.37650
3 C -2.41716 2.82892 -3.63086
4 C -1.50845 3.74796 -3.13609
5 C -0.81021 3.44747 -1.98360
6 I 0.59123 4.80377 -1.24568
7 C -0.95564 2.23256 -1.26000
8 O -0.26228 1.97059 -0.22919
9 C -1.91704 1.31109 -1.81323
10 C -2.16185 -0.02512 -1.15375
11 N -2.46310 0.03359 0.26598
12 C -3.71352 0.68634 0.62049
13 C -3.61292 1.48286 1.89597
14 C -4.54181 1.30762 2.91526
15 C -4.38498 2.02548 4.08841
16 C -3.32745 2.91301 4.19776
17 C -2.46049 3.03054 3.12129
18 N -2.59331 2.33732 1.99861
19 C -2.61900 1.62668 -2.95731
20 H -1.34135 4.69079 -3.64065
21 H -1.26343 -0.64738 -1.24860
22 H -2.96097 -0.53345 -1.72572
23 H -2.48105 -0.90043 0.69308
24 H -4.52224 -0.04778 0.71947
25 H -3.97895 1.39014 -0.17992
26 H -5.30857 0.55094 2.82500
27 H -5.05833 1.85734 4.91944
28 H -3.14539 3.47051 5.10675
29 H -1.60233 3.69459 3.16894
30 H -3.33980 0.91103 -3.33849
31 O -4.70765 -1.73988 3.57452
32 C -3.58311 -1.68535 3.03961
33 O -3.27136 -2.05642 1.86624
34 C -2.39459 -1.08515 3.89533
35 O -2.27280 -1.41228 5.08310
36 O -1.65886 -0.25820 3.26117
37 C 0.83958 -2.22563 3.48044
38 O 0.99569 -1.56696 2.22415
39 C 2.20100 -1.59394 1.64038
40 C 3.32503 -2.23029 2.13356
41 C 4.52265 -2.14232 1.42550
42 Br 6.05326 -3.01841 2.13518
43 C 4.64016 -1.43651 0.26035
44 C 3.50346 -0.78951 -0.25547
45 C 2.28626 -0.88227 0.42107
46 O 1.16672 -0.30204 0.00408
47 C 3.55757 0.03596 -1.44842
48 N 2.51749 0.66910 -1.95046
49 C 2.98040 1.38594 -3.02863
50 C 2.29499 2.24482 -3.88537
51 C 3.02107 2.84375 -4.89815
52 C 4.38975 2.60193 -5.05811
53 C 5.08550 1.75625 -4.20830
54 C 4.35721 1.15702 -3.19000
55 N 4.69900 0.28746 -2.17540
56 H 1.15739 -3.26893 3.39671
57 H -0.21399 -2.16375 3.72613
58 H 1.42040 -1.70349 4.24520
59 H 3.29468 -2.75369 3.07598
60 H 5.59896 -1.37175 -0.23459
61 H 1.33832 0.28730 -0.78191
62 H 1.23939 2.43680 -3.73573
63 H 2.52378 3.52381 -5.57800
64 H 4.92146 3.09526 -5.86280
65 H 6.14705 1.58168 -4.33266
66 H 5.61809 -0.03885 -1.94579
67 C -1.65606 -4.83450 -2.70984
68 N -1.59223 -4.00007 -1.53349
69 C -2.81542 -3.83621 -0.76298
70 C -0.42741 -3.47212 -1.06205
71 C 0.83398 -3.74520 -1.86531
72 O -0.39722 -2.78752 -0.06090
73 H -2.69067 -4.87630 -3.04959
74 H -1.32774 -5.86442 -2.51919
75 H -1.06036 -4.42979 -3.52736
76 H -3.23910 -4.81606 -0.52294
77 H -3.55523 -3.27114 -1.33735
78 H -2.62014 -3.30377 0.16925
79 H 0.98224 -4.80956 -2.05403
80 H 1.67467 -3.35154 -1.29916
81 H 0.79136 -3.23687 -2.83057
82 C 2.56349 3.24823 3.59463
83 C 2.43571 1.82903 3.01545
84 O 3.46541 1.13711 2.95035
85 O 1.27770 1.47602 2.64425
86 H 2.95885 3.18682 4.61005
87 H 1.60693 3.76663 3.60089
88 H 3.28229 3.81177 2.99813

=====

Here is a molecular structure, C35H34BrGe2N3Pd from the Open Molecules 2025 dataset. Energies are from ωB97M-V/def2-TZVPD.

The value obtained for the max |F| is 0.015 hartree/bohr. As for the multiplicity: 2. As for the HOMO-LUMO gap (spin up / spin down): 0.1935 / 0.2034 Ha. The value obtained for the highest occupied orbital energy (spin up / spin down) is -3.53 / -3.80 eV. For the energy above the lowest of the compared OMol25 structures with the same formula, charge and spin, the calculation gives 24.5 kcal/mol. The net charge is -1. The value obtained for the LUMO energy (spin up / spin down) is 1.7 / 1.7 eV.

Geometry (Å):
1 Pd 1.17242 -0.29852 -1.16232
2 Br -0.50675 -4.14969 4.77657
3 C 0.02333 -2.75121 3.60909
4 C 0.03339 -1.44595 4.08051
5 C 0.40370 -0.41891 3.23409
6 C 0.76660 -0.69886 1.92324
7 C 0.74478 -2.01364 1.46381
8 C 0.37609 -3.04869 2.30595
9 N 1.10854 0.27378 0.93535
10 C 1.34630 1.46460 1.30723
11 C 1.59383 2.58741 0.37628
12 C 1.76788 3.85515 0.92966
13 C 1.95768 4.93344 0.08224
14 C 1.96944 4.70326 -1.28326
15 C 1.79382 3.40373 -1.74017
16 N 1.60741 2.36624 -0.93748
17 H -0.26385 -1.23070 5.09671
18 H 0.34961 0.59147 3.61691
19 H 1.01112 -2.19152 0.42280
20 H 0.35204 -4.06645 1.94391
21 H 1.36130 1.75742 2.35896
22 H 1.74551 3.98407 2.00342
23 H 2.09054 5.93011 0.48120
24 H 2.11063 5.50962 -1.98949
25 H 1.79336 3.18133 -2.80193
26 C 3.34060 -0.61839 -1.34784
27 C 3.91738 -0.74528 -0.04469
28 C 4.06581 -1.99245 0.61244
29 C 4.53756 -2.08610 1.89836
30 C 4.90170 -0.93515 2.61006
31 C 4.78041 0.31135 1.98372
32 C 4.30618 0.39964 0.69800
33 C 5.39291 -1.03021 3.94084
34 N 5.79049 -1.10540 5.02084
35 H 3.42712 -1.50421 -1.98337
36 H 3.66194 0.28498 -1.87303
37 H 3.78022 -2.89354 0.08210
38 H 4.63085 -3.05476 2.37350
39 H 5.06792 1.20654 2.52125
40 H 4.22350 1.37168 0.22456
41 C -1.74189 -3.82556 -0.49819
42 Ge -2.32677 -2.40709 -1.75254
43 C -4.31038 -2.50198 -1.74323
44 C -1.73535 -3.08659 -3.51185
45 Ge -1.27132 -0.24512 -1.33077
46 C -2.07474 0.38016 0.39328
47 C -2.62863 -0.51033 1.31351
48 C -3.03118 -0.10949 2.57950
49 C -2.89514 1.21494 2.96693
50 C -2.35506 2.12527 2.06829
51 C -1.95114 1.70726 0.80878
52 C -2.07789 0.97878 -2.69618
53 C -1.72820 2.33033 -2.70515
54 C -2.22380 3.21577 -3.64962
55 C -3.08265 2.76594 -4.64271
56 C -3.43277 1.42505 -4.66915
57 C -2.93806 0.55403 -3.70758
58 H -2.41567 -4.68003 -0.58119
59 H -1.72114 -3.50416 0.54196
60 H -0.73748 -4.15526 -0.76762
61 H -4.62892 -3.51763 -1.98444
62 H -4.75135 -1.81966 -2.46733
63 H -4.70310 -2.24307 -0.76090
64 H -1.98919 -4.14294 -3.61371
65 H -0.65314 -2.97802 -3.59302
66 H -2.19104 -2.54075 -4.33775
67 H -2.74422 -1.55497 1.04645
68 H -3.44805 -0.83731 3.26640
69 H -3.20725 1.53464 3.95427
70 H -2.24572 3.16701 2.35017
71 H -1.52150 2.44272 0.13666
72 H -1.03146 2.70437 -1.96296
73 H -1.93116 4.25934 -3.61613
74 H -3.46930 3.45090 -5.38823
75 H -4.09848 1.05302 -5.43979
76 H -3.24017 -0.48572 -3.75613